The following is a DFT calculation (ωB97M-V/def2-TZVPD) of a molecular structure, C3H6N2O2S.

Values from the calculation:
LUMO (alpha / beta) in eV: -0.910 / -0.907
Orbital gap (alpha / beta) in hartree: 0.3055 / 0.3057
Energy relative to the best compared isomer or geometry (same formula, charge and spin) in eV: 6.003
Multiplicity: 1
Total charge: 0

```
14
Properties=species:S:1:pos:R:3:nbo_charge:R:1
C -0.69 -1.02 -2.26 -0.63
H -0.06 -1.11 -3.14 0.22
C -0.04 0.17 3.14 0.36
H -0.65 -1.98 -1.85 0.22
O 0.84 1.58 1.36 -0.61
H 1.11 -0.73 -1.26 0.18
S -0.52 1.53 0.69 1.03
H 0.46 0.86 -2.05 0.19
N 0.94 0.99 3.00 -0.47
N -0.99 -0.48 3.34 -0.33
H -1.74 -0.76 -2.53 0.22
H 1.92 0.86 3.18 0.42
C 0.08 -0.08 -1.42 -0.07
O -0.65 0.17 -0.19 -0.70
```


The following is a DFT calculation (ωB97M-V/def2-TZVPD) of 2 unconnected molecules or ions with the total composition C5H11O2.

Values from the calculation:
LUMO in eV: 3.773
Orbital gap in hartree: 0.2842
Energy relative to the best compared isomer or geometry (same formula, charge and spin) in eV: 0.439
Multiplicity: 1
Total charge: -1

```
18
Properties=species:S:1:pos:R:3:nbo_charge:R:1
H 1.55 -2.21 0.12 0.19
H 0.06 -0.08 0.04 0.27
H -1.64 3.03 0.74 0.19
H -0.70 1.72 0.00 0.20
C -1.23 2.03 0.90 -0.75
H 1.45 0.16 -1.97 0.21
H 0.06 -0.65 -2.83 0.19
C 0.46 -2.13 0.14 -0.60
C 0.72 -0.66 -1.97 -0.61
H 1.34 -1.54 -2.19 0.18
O 0.25 3.13 2.43 -0.78
O 0.46 0.89 2.10 -0.81
H -1.06 -0.91 -0.87 0.18
H -1.97 1.24 1.07 0.19
H 0.21 -2.05 1.20 0.23
C -0.07 2.02 1.95 0.77
H 0.11 -3.08 -0.23 0.18
C 0.00 -0.92 -0.64 -0.44
```


The following is a DFT calculation (ωB97M-V/def2-TZVPD) of a molecular structure, C8H25AsF6O4.

Values from the calculation:
LUMO in eV: -0.218
Orbital gap in hartree: 0.3949
Energy relative to the best compared isomer or geometry (same formula, charge and spin) in eV: 1.496
Multiplicity: 1
Total charge: 0

```
44
Properties=species:S:1:pos:R:3:nbo_charge:R:1
F -9.96 15.75 6.41 -0.62
H -8.06 11.62 0.70 0.49
H -12.47 13.35 -1.87 0.17
F -7.99 17.21 5.56 -0.61
O -12.16 13.15 4.21 -0.76
H -9.89 14.10 -0.65 0.20
F -9.71 16.42 3.93 -0.64
O -8.77 11.47 1.33 -0.75
H -13.27 14.19 6.32 0.22
H -9.98 10.40 3.06 0.20
H -10.82 13.46 2.95 0.57
H -8.68 9.24 0.48 0.22
H -7.25 10.94 2.54 0.18
H -9.81 12.62 2.10 0.55
H -11.09 15.20 -1.23 0.23
H -10.26 14.25 -2.40 0.23
H -11.05 13.26 1.39 0.55
H -6.91 9.19 0.58 0.22
C -8.96 10.10 3.27 -0.64
C -13.78 14.41 5.38 -0.63
C -8.12 10.46 2.08 0.08
H -14.19 15.42 5.43 0.22
H -12.92 12.24 0.10 0.50
C -12.82 14.38 4.19 0.08
O -10.40 13.38 2.09 -0.78
H -12.77 14.50 2.00 0.20
C -11.65 13.00 -1.25 -0.08
H -8.89 9.07 3.63 0.23
F -7.70 14.66 6.39 -0.62
H -14.07 13.59 2.64 0.20
H -14.16 15.33 2.66 0.23
C -13.49 14.49 2.82 -0.63
H -14.64 13.76 5.24 0.21
H -8.60 10.82 4.02 0.23
F -9.38 14.06 4.55 -0.67
F -7.33 15.34 4.03 -0.62
H -11.92 12.95 5.12 0.50
H -7.74 8.29 1.66 0.23
C -7.83 9.26 1.16 -0.66
C -10.68 14.20 -1.40 -0.63
O -12.22 12.89 0.05 -0.76
As -8.67 15.60 5.16 2.79
H -12.07 15.17 4.20 0.20
H -11.24 12.12 -1.76 0.18
```


The following is a DFT calculation (ωB97M-V/def2-TZVPD) of a molecular structure, C19H2F15GeI2OReSSbSe4.

Values from the calculation:
LUMO (alpha / beta) in eV: 3.571 / 3.500
Orbital gap (alpha / beta) in hartree: 0.2133 / 0.2246
Energy relative to the best compared isomer or geometry (same formula, charge and spin) in eV: 0.000
⟨S²⟩: 3.772
Multiplicity: 4
Total charge: -2

```
47
Properties=species:S:1:pos:R:3:nbo_charge:R:1
I -4.34 -2.46 0.60 -0.22
I -4.16 0.27 3.15 0.20
F 2.82 5.63 -1.52 -0.30
F 3.83 0.62 3.97 -0.30
F 2.85 -0.65 -0.61 -0.32
C 2.33 -2.50 -1.92 0.23
O -5.49 1.28 0.32 -0.67
C 2.13 0.45 2.33 0.41
H -5.34 -2.04 3.68 0.17
C 0.68 -1.15 4.03 0.24
F 1.51 5.40 0.84 -0.30
C 2.64 0.14 3.58 0.23
S -1.95 1.14 0.59 -0.67
C 2.34 3.38 -2.03 0.24
Se -4.14 1.27 -6.13 -0.71
C 1.91 -0.66 4.44 0.28
Se -4.09 -0.19 -2.17 -0.21
C 0.57 -1.15 -0.96 -0.57
C 1.91 -1.43 -1.16 0.41
F 3.01 3.49 -3.18 -0.29
F -0.95 -1.38 2.42 -0.30
F 1.80 -4.40 -3.19 -0.29
C -4.38 -1.77 3.25 -0.68
Se -3.15 -2.67 -5.28 -0.70
C 1.04 2.03 -0.48 -0.55
F -1.64 -1.86 -1.31 -0.29
H -3.52 -2.23 3.72 0.18
Re -4.17 0.25 0.01 0.87
Sb -2.71 -0.32 -5.04 1.09
Ge 0.08 0.41 0.12 1.43
Se -0.56 0.38 -4.23 -0.75
F -0.84 -3.97 -2.77 -0.27
F 2.88 1.27 1.58 -0.32
F 2.40 -0.97 5.64 -0.30
F 3.64 -2.73 -2.10 -0.30
C 0.99 3.15 0.34 0.41
C 1.57 4.35 0.01 0.23
C 1.74 2.18 -1.67 0.43
F -0.01 -1.94 4.85 -0.29
C 2.25 4.47 -1.19 0.29
C 1.40 -3.35 -2.48 0.30
F 1.92 1.16 -2.50 -0.30
C -0.35 -2.03 -1.52 0.46
C 0.05 -3.12 -2.27 0.26
F 0.39 3.07 1.54 -0.31
C 0.20 -0.82 2.78 0.42
C 0.90 -0.01 1.89 -0.55
```


The following is a DFT calculation (ωB97M-V/def2-TZVPD) of a molecular structure, C25H35MoN13O4PSTe.

Values from the calculation:
LUMO (alpha / beta) in eV: -3.127 / -3.171
Orbital gap (alpha / beta) in hartree: 0.2147 / 0.2130
⟨S²⟩: 2.008
Multiplicity: 3
Total charge: +1

```
81
Properties=species:S:1:pos:R:3:nbo_charge:R:1
H -4.23 -3.59 -3.32 0.23
N 6.73 3.68 0.07 -0.23
N -1.04 5.06 -1.39 -0.32
C 2.74 -0.85 6.55 -0.29
C 5.69 3.22 -0.11 0.24
H 1.19 2.90 0.64 0.22
C 1.93 -3.44 -4.52 -0.41
C 4.39 2.65 -0.32 -0.10
H -4.43 0.09 2.10 0.20
H 1.69 -0.72 -5.51 0.19
H 1.74 -3.75 -5.55 0.23
H 0.82 0.08 -3.48 0.39
H 2.90 -1.09 7.59 0.24
C 2.96 1.03 -1.34 0.08
H 2.99 -3.20 -4.43 0.20
Te -2.94 -2.77 1.86 -0.65
C 1.33 -0.81 4.59 -0.27
C 0.82 -2.49 -0.61 0.65
P -3.17 -1.31 0.02 2.07
C 4.23 1.56 -1.17 -0.21
H 2.81 0.17 -1.97 0.23
C -4.54 0.61 1.14 -0.06
H 1.45 -4.38 -0.10 0.40
C -2.74 -3.04 -1.89 -0.06
N 0.89 -0.53 -2.67 -0.77
Mo -0.22 0.58 -0.88 1.48
C 0.84 -1.38 -5.33 -0.42
H -1.17 5.96 -1.82 0.43
C 3.27 3.15 0.33 -0.15
H -3.07 -2.40 -3.92 0.21
C -1.29 2.82 1.30 0.11
H -2.11 4.38 2.52 0.23
H -6.02 1.77 0.09 0.22
O -1.22 0.78 -2.23 -0.66
H -3.75 1.36 1.05 0.15
H -2.83 -3.94 -1.27 0.20
C -0.57 3.93 -1.93 0.23
N 3.51 0.04 4.52 -0.49
H 4.25 0.47 3.98 0.43
N 0.47 -1.36 -0.13 -0.73
N 1.07 -2.30 -4.22 -0.42
C 1.52 -1.13 5.91 -0.11
O -4.42 -0.34 0.07 -0.82
H -6.69 0.52 1.14 0.22
H -6.02 2.00 1.85 0.21
S 2.25 0.24 2.21 -0.35
N 1.16 -2.71 -1.94 -0.62
H -1.05 -0.31 2.15 0.25
H 0.40 -1.04 4.09 0.24
H -0.05 -0.79 -5.13 0.23
H 0.72 -1.60 6.46 0.24
N -0.96 1.52 1.19 -0.41
C -1.81 1.27 3.39 0.00
C -1.10 3.61 0.08 0.27
H 3.35 3.97 1.02 0.24
H 0.22 -1.43 0.85 0.41
H 5.07 1.12 -1.68 0.25
N -1.38 4.88 -0.10 -0.23
C -1.85 3.33 2.46 0.03
C 2.05 2.55 0.10 0.07
O -3.56 -2.01 -1.35 -0.82
N -2.11 2.56 3.51 -0.34
C 1.04 -1.77 -2.96 0.64
N 1.86 1.52 -0.74 -0.47
C 3.72 -0.26 5.82 0.07
C -5.90 1.26 1.05 -0.62
O -1.87 -0.56 -0.11 -1.16
H 1.72 -4.31 -3.90 0.20
H -2.59 -4.10 -3.75 0.21
H -2.05 0.62 4.22 0.22
C 2.36 -0.20 3.83 0.09
H 4.70 -0.01 6.22 0.23
H 0.44 -3.60 1.05 0.43
H 0.66 -1.96 -6.23 0.23
C -3.18 -3.30 -3.31 -0.62
N -0.59 2.99 -1.01 -0.48
C -1.24 0.75 2.24 0.06
H -1.68 -2.72 -1.87 0.15
H 0.99 -3.66 -2.23 0.41
H -0.26 3.83 -2.95 0.23
N 0.78 -3.65 0.11 -0.81
```


The following is a DFT calculation (ωB97M-V/def2-TZVPD) of 11 unconnected molecules or ions with the total composition C43H105N3O11.

Values from the calculation:
LUMO in eV: 0.620
SMILES string: CC1(C)CCCC(C)(C)N1O.CC1(C)CCCC(C)(C)N1O.CC1(C)CCCC(C)(C)N1O.CCO.CCO.CCO.CCO.CCO.CCO.CCO.CCO
Orbital gap in hartree: 0.3376
Energy relative to the best compared isomer or geometry (same formula, charge and spin) in eV: 0.403
Multiplicity: 1
Total charge: 0

```
162
Properties=species:S:1:pos:R:3:mulliken_charge:R:1
C 0.38 -5.08 -3.75 -1.49
H -2.13 2.36 -5.61 0.54
H 5.27 1.95 -2.01 0.23
H 4.78 -4.02 0.36 0.02
O 4.02 -2.26 1.21 -0.15
H -1.32 -5.02 -0.51 -0.27
C 3.02 -0.52 3.77 0.27
H 4.35 -4.25 -4.01 0.21
H -2.24 6.86 2.67 0.49
H 0.44 3.44 -0.68 0.10
H 5.51 -4.70 -2.72 0.25
C -3.21 5.13 1.80 -1.51
H 2.20 -0.48 -4.33 0.53
C -3.11 -0.66 -2.33 0.12
H 1.76 -2.99 -1.99 -0.05
C -1.99 5.83 2.45 -0.76
O 2.04 -1.43 3.39 -0.44
H 0.31 -6.66 0.85 0.36
H 5.88 2.86 -0.66 0.39
H 0.74 -4.49 0.06 0.16
C -0.84 5.75 1.43 -1.51
H 0.14 -2.94 -3.38 -0.11
H 6.59 -2.38 -2.94 0.28
C -3.90 -1.61 -1.49 -0.46
O 1.36 -3.85 -1.94 -0.56
H -0.82 2.68 -8.00 0.44
H -3.42 5.68 0.89 0.38
H 3.97 1.09 0.06 -0.55
H -2.10 -1.02 -2.64 0.05
C -0.53 4.34 1.03 2.03
H -1.61 0.67 -5.61 0.27
H -0.02 -0.01 -3.68 0.66
H -4.21 -2.47 -2.07 0.32
C 1.21 -0.88 -0.29 -1.69
C -0.02 3.83 -5.93 -1.81
H -1.53 0.47 2.35 -0.47
H -0.63 -4.08 -2.27 -0.12
O 0.67 -4.63 1.01 -0.27
H -2.86 0.23 -1.81 -0.46
C 5.80 1.80 -1.08 -1.39
H -4.72 -1.00 -1.02 0.24
H -1.74 5.42 3.40 0.39
H 5.84 -3.08 1.62 0.34
H 1.63 0.24 5.29 0.25
C 5.04 0.97 -0.03 0.97
C 0.18 1.00 -3.45 0.47
H 2.56 0.22 -2.78 -0.19
O 2.32 2.06 -6.20 -0.51
H -3.61 -0.44 -3.27 0.41
H -3.19 -1.22 6.53 0.35
C 2.23 0.65 4.49 -1.03
H 2.10 0.56 1.17 0.48
H -4.06 5.26 2.44 0.38
C -1.70 -2.47 4.22 -1.82
O 2.27 -1.57 -0.89 2.53
C -1.31 1.75 -5.38 -1.67
H -1.56 -1.19 1.72 0.01
C -1.07 1.80 -3.82 -0.14
N 1.17 1.56 -5.53 0.01
H -0.37 4.97 -1.01 0.44
H -3.61 -2.76 2.70 0.33
H -2.90 0.56 6.77 0.43
C 1.83 2.81 -3.40 -1.30
C 2.46 0.45 -3.87 -1.60
H -1.91 0.84 4.62 0.11
H 2.78 -1.95 -0.15 -0.52
H 5.35 1.28 1.00 0.37
H -5.28 -0.01 6.07 0.46
H -6.06 -2.00 5.41 0.57
H 5.25 -0.68 -1.02 0.11
C 1.52 0.53 0.22 0.48
O -1.53 2.30 0.24 0.57
H -0.68 -2.34 4.61 0.29
H -5.06 3.21 1.04 0.39
H 2.93 1.40 4.79 0.51
C 4.17 -4.28 2.42 -1.21
C 1.40 1.56 -4.12 1.74
H -1.05 2.87 -3.50 0.17
H 4.04 -3.64 3.29 0.29
C 0.28 3.59 2.08 -1.70
H 0.24 2.54 1.90 -0.18
H 4.51 -1.59 0.74 0.30
C 5.34 -4.07 -3.61 -1.05
C -0.05 2.32 -6.08 2.10
H 3.82 -1.97 -2.35 0.05
H -0.31 -0.79 2.82 0.02
C -1.37 -0.58 2.58 -0.25
H -1.20 6.27 0.57 0.41
O -3.83 -1.92 2.26 -0.42
H -5.85 0.74 3.23 0.18
C -4.47 0.11 5.36 -1.19
H 0.48 -0.78 -1.05 -0.22
C -1.47 -5.53 0.41 -0.31
H 1.52 1.15 3.82 -0.06
H 1.74 2.49 -2.36 0.00
H 3.69 -0.85 4.52 0.49
H 2.15 1.05 -0.52 -0.95
H -2.48 3.27 3.54 0.37
H -4.51 1.13 4.95 0.30
C -2.98 3.69 1.43 1.81
C -5.19 -2.27 4.88 -1.82
H 1.18 -4.84 -4.45 0.34
H -2.18 -4.93 0.91 0.00
H 2.57 2.88 -5.74 0.43
C -2.26 -1.02 3.81 1.62
H -0.16 4.13 -4.90 0.35
O 5.35 -0.38 -0.10 -0.55
H 1.28 3.96 2.16 0.69
C 0.25 -3.86 -2.79 0.88
H 0.93 4.23 -6.21 0.33
C -3.13 2.81 2.72 -1.05
H -6.78 -0.25 4.19 0.47
H 0.10 6.30 1.70 0.39
H 0.77 -1.51 0.43 0.91
H 5.29 -1.93 -4.12 0.35
H 3.14 -4.62 2.15 0.14
H -4.51 -2.63 5.66 0.32
C -0.07 2.06 -7.54 -2.00
H 1.28 4.83 -0.05 0.49
H -3.35 -1.81 0.47 0.29
H 0.56 -5.97 -3.11 0.29
H 0.56 1.07 0.33 -0.24
H -6.19 -0.98 2.63 0.38
H -0.79 4.27 -6.55 0.49
H -1.04 -0.41 5.44 0.32
H -5.42 -3.00 4.11 0.39
H 0.85 2.31 -8.05 0.41
C -5.98 -0.32 3.48 -1.82
H -4.15 2.90 3.10 0.54
H 3.43 0.88 -4.19 0.43
C -4.83 -0.90 4.22 1.49
H 4.74 -5.16 2.75 0.41
H 2.84 3.08 -3.69 0.70
C -3.12 -0.23 6.04 -0.72
H -0.33 1.00 -7.73 0.37
H -2.04 -6.47 0.16 0.39
H -2.22 -2.94 5.08 0.34
O 4.76 -2.10 -2.15 -0.34
H -3.86 2.24 0.13 0.38
H -1.97 1.35 -3.31 -0.04
H -0.42 -5.74 2.24 0.34
N -3.67 -0.93 3.27 0.38
H -2.83 1.78 2.54 -0.33
H 6.07 -4.35 -4.39 0.40
C 0.29 4.43 -0.28 -1.83
H -4.16 3.94 -0.35 0.52
H -1.89 2.39 -0.65 0.03
H 2.47 -2.04 2.77 -0.01
H -0.06 3.77 3.07 0.48
C -2.00 -0.19 4.99 -1.03
H 6.78 1.39 -1.26 0.34
C -4.13 3.24 0.46 -2.29
O -3.13 -2.10 -0.42 -0.29
C -0.16 -5.76 1.18 -0.34
C 5.58 -2.59 -3.31 -0.34
H 3.57 -0.22 2.86 -0.12
C 4.81 -3.41 1.32 0.06
H 1.18 3.67 -3.62 0.09
N -1.75 3.65 0.62 -0.11
H -0.55 -5.19 -4.31 0.40
H -1.62 -3.13 3.36 0.54
H 0.45 1.11 -2.39 -1.48
```


| no. | total energy (Eh) |
| --- | --- |
| 1 | -775.91954 |
| 2 | -347.63353 |
| 3 | -3455.77525 |
| 4 | -15293.27800 |
| 5 | -3062.16551 |
| 6 | -2693.00825 |